112
Properties=species:S:1:pos:R:3:forces:R:3 method="wB97M-V/def2-TZVPD" gap_ev=6.56 total_charge=-1 lumo_ha=0.05933 mol_weight_da=909.4 e_homo_ev=-4.9439 largest_force_ev_per_a=1.1
S -4.955 -0.230 1.691 0.1 0.0 -0.1
P -4.172 -0.049 -0.120 -0.5 0.0 0.9
O -3.665 7.931 0.760 0.0 0.2 0.0
O 6.134 -4.851 2.593 0.0 -0.1 -0.1
O 3.412 -1.482 -5.550 0.0 0.0 0.0
O -3.426 2.366 -0.493 0.0 0.5 0.0
O -2.081 1.941 -2.338 0.2 0.1 0.1
O 2.378 -0.881 2.921 0.0 -0.2 -0.1
O 0.497 -2.054 -1.160 0.0 -0.3 0.6
O -9.803 3.813 1.090 0.0 -0.1 0.1
O 4.351 -1.880 2.732 0.0 -0.1 0.1
O 1.121 0.161 -1.376 0.1 -0.4 0.1
O -1.930 -3.715 -4.397 0.0 0.0 0.0
O -7.768 3.287 1.807 0.2 -0.1 0.2
O 1.712 1.857 1.838 0.0 0.0 -0.1
O 5.209 -2.788 -5.522 0.0 0.1 0.0
O -1.531 -3.723 -2.187 -0.1 -0.2 0.1
O 0.109 -4.193 -3.660 0.0 -0.1 0.0
O -1.581 8.280 1.534 0.1 0.1 0.1
O 7.262 -3.471 1.215 0.1 0.0 -0.1
O 3.988 -0.446 4.431 0.0 0.1 0.1
O 8.281 -4.428 2.984 0.0 0.0 0.1
O 4.103 -2.462 -7.457 -0.1 0.0 -0.1
O 0.624 2.791 0.097 0.6 -0.1 0.0
O -2.058 6.488 0.256 0.0 0.2 0.2
O -7.981 4.927 0.315 -0.5 0.1 -0.1
O -0.040 3.177 2.220 0.0 0.0 -0.1
C 0.746 2.642 1.265 0.0 -0.1 0.4
C 1.446 -4.072 -5.692 0.0 0.1 0.3
C 0.055 3.493 4.623 -0.1 0.2 -0.1
C 3.730 -1.678 -4.151 0.2 0.0 0.2
C -8.472 4.093 1.003 0.2 0.0 -0.1
C -8.109 1.213 2.985 0.2 -0.2 0.0
C 6.546 -5.776 3.602 0.0 0.0 0.0
C 1.692 2.092 3.249 -0.1 0.0 0.2
C 4.226 -2.259 -6.291 0.1 0.0 0.1
C 5.176 -2.123 -4.251 0.0 0.0 0.0
C -1.072 -3.673 -5.545 0.0 0.0 0.0
C 3.609 -1.014 3.454 0.1 -0.1 -0.1
C 3.486 -0.440 -3.334 -0.1 0.1 -0.3
C 0.130 -4.472 -5.076 0.1 0.1 -0.2
C 4.216 -2.890 0.512 0.1 0.0 0.0
C 7.233 -4.177 2.166 0.0 0.1 0.2
C -5.684 6.794 0.032 0.2 0.3 0.1
C -2.801 1.164 -0.255 0.3 -0.4 -0.1
C -3.292 5.860 -0.146 -0.3 0.4 0.0
C -2.356 7.624 0.909 -0.1 -0.3 -0.2
C -1.695 1.010 -1.369 -0.3 0.1 -0.4
C 3.483 -2.539 1.778 0.0 0.1 -0.2
C 8.837 -6.061 4.695 0.2 0.1 -0.1
C 2.387 -1.508 1.625 -0.1 0.0 -0.1
C -9.932 2.585 1.829 0.1 0.1 -0.1
C -1.358 -0.391 -1.885 0.0 -0.1 0.4
C -1.153 -3.873 -3.306 0.1 0.2 -0.1
C 7.797 -5.117 4.152 0.0 -0.1 0.1
C -4.227 7.056 -0.246 0.0 -0.3 0.1
C 0.259 2.540 3.475 0.2 0.0 0.1
C -8.665 2.569 2.664 -0.2 -0.1 0.0
B -2.414 3.079 -1.430 -0.1 0.1 0.1
B 0.102 -0.780 -1.453 0.3 0.2 0.0
H -6.079 6.017 -0.615 0.1 0.0 0.0
H 3.946 0.434 -3.796 0.1 -0.1 0.0
H -8.849 0.594 3.496 -0.1 0.1 0.0
H 9.662 -5.511 5.144 0.0 0.0 0.0
H -0.403 1.674 3.569 0.0 0.0 0.0
H 5.755 -5.902 4.336 -0.1 0.1 0.0
H -2.812 4.105 -1.970 -0.3 -0.9 -0.5
H -0.256 -2.641 -1.009 0.0 -0.2 -0.5
H 0.456 3.065 5.543 0.0 0.0 0.0
H 2.629 -0.756 0.872 0.0 0.0 0.0
H -0.049 -5.544 -5.200 0.0 0.0 0.0
H 5.479 -2.810 -3.466 0.0 -0.1 -0.1
H 8.397 -6.707 5.456 0.0 0.0 0.0
H 9.243 -6.677 3.893 -0.1 -0.1 0.0
H 5.862 -1.273 -4.281 0.0 0.0 0.0
H -9.953 1.757 1.117 0.0 0.0 0.0
H 0.554 4.440 4.418 0.1 0.0 0.0
H 1.964 1.185 3.782 -0.1 0.1 -0.1
H -2.059 -1.144 -1.532 -0.1 -0.1 -0.1
H 1.382 -4.111 -6.779 0.0 0.0 0.0
H -3.145 5.321 -1.076 0.0 0.2 0.3
H -7.234 1.304 3.626 0.0 0.0 0.0
H -0.786 1.410 -0.936 0.0 0.1 0.4
H 1.709 -3.059 -5.389 -0.2 0.0 -0.2
H 4.779 -2.033 0.142 -0.1 0.1 0.0
H -6.263 7.704 -0.129 0.0 0.0 0.0
H -7.781 0.708 2.076 0.0 0.0 0.0
H 2.423 -0.242 -3.238 0.0 0.0 0.1
H -3.794 -1.325 -0.563 0.0 0.0 -0.3
H 2.407 2.885 3.483 0.0 0.0 0.0
H -5.822 6.490 1.069 0.0 -0.1 0.0
H -1.577 -4.102 -6.405 -0.1 -0.1 0.1
H 4.923 -3.690 0.696 0.0 0.0 -0.1
H -10.848 2.589 2.415 0.0 0.2 0.0
H 7.534 -4.359 4.895 0.0 0.0 0.0
H -3.594 5.154 0.629 0.0 0.0 0.0
H 1.417 -1.939 1.402 -0.1 0.1 0.1
H -1.413 -0.421 -2.976 0.0 0.2 -0.1
H -2.304 1.091 0.731 -0.1 0.1 0.1
H -8.794 3.166 3.572 -0.1 0.0 0.0
H 3.890 -0.573 -2.331 0.0 0.0 0.0
H -0.817 -2.631 -5.750 0.1 0.0 0.0
H 6.766 -6.737 3.129 0.0 0.0 0.0
H 2.245 -4.738 -5.369 0.0 -0.1 0.0
H -5.137 0.370 -1.034 0.1 0.0 -0.4
H -1.472 3.363 -0.694 -0.2 0.2 -0.4
H 1.110 0.654 -0.550 0.0 0.6 -0.2
H 3.099 -3.443 2.260 0.0 0.0 0.1
H -1.004 3.699 4.769 0.0 0.0 0.0
H -4.105 7.557 -1.212 0.1 0.0 0.0
H 3.102 -2.497 -3.788 0.0 0.0 0.0
H 3.502 -3.211 -0.249 -0.1 0.1 0.0